{"formula": "C8H8ClO4S2", "method": "the ωB97M-V functional and the def2-TZVPD basis", "max_force_ev_per_a": 3.39, "energy_ha": -1867.19432, "e_homo_ev": -4.84, "gap_ha": 0.2817, "charge": -1, "relative_energy_ev": 0.000, "symbols": ["H", "H", "H", "O", "C", "C", "H", "C", "O", "C", "C", "C", "H", "S", "S", "H", "H", "C", "H", "Cl", "O", "C", "O"], "xyz": [[-1.0881, -0.2404, -2.8320], [-1.7076, -1.5721, -0.7967], [1.1585, 0.5666, -1.8068], [-0.8440, 2.4487, 0.4677], [2.4325, -0.4132, 2.4507], [1.3280, -1.2102, 2.4868], [3.3298, -0.5971, 3.0165], [-1.1481, -0.0517, -1.7454], [-0.7793, -1.1449, -1.0176], [2.2534, 0.6863, 1.5918], [-3.5407, -0.6522, -1.4576], [1.0334, 0.6763, 0.9757], [2.9828, 1.4600, 1.4251], [0.4682, 2.0577, -0.0404], [0.0714, -0.6625, 1.4580], [-2.4703, 0.8579, -0.3201], [-2.7701, 1.3459, -2.0112], [-2.4685, 0.5267, -1.3590], [1.1898, -2.1153, 3.0461], [0.0479, 2.3604, -2.8458], [-3.1916, -1.7131, -0.8822], [0.2505, 1.1271, -1.6099], [-4.5750, -0.4125, -2.0657]], "forces_ev_per_angstrom": [[0.0, 0.2, 0.1], [0.1, 0.1, -0.1], [0.1, -0.1, 0.1], [-0.9, 0.6, 0.3], [0.1, -0.2, 0.1], [-0.4, 0.2, -0.1], [0.1, -0.1, 0.1], [2.8, 2.0, -0.3], [-0.3, -0.4, -0.1], [-0.1, 0.1, -0.2], [0.5, 1.4, -0.3], [-0.3, 0.3, -0.3], [0.1, 0.2, 0.0], [0.9, -1.3, -0.1], [0.6, 0.1, 0.5], [0.1, 0.0, -0.1], [0.1, -0.1, 0.1], [-0.9, -0.6, 0.1], [0.0, -0.2, 0.1], [0.0, 0.3, -0.5], [0.2, -0.9, 0.5], [-2.3, -1.6, 0.4], [-0.6, 0.0, -0.2]]}